Record 1
Here is a molecular structure, C26H34BrN2O16PS2 at a distorted geometry from OMol25. Energies are from ωB97M-V with the def2-TZVPD basis set.

LUMO level   -0.57 eV
DFT total energy   -164257.97402 eV
HOMO   -8.47 eV

Structure (ORCA input):
```
! wB97M-V def2-TZVPD RIJCOSX def2/J DEFGRID3
* xyz 0 1
O 1.224 0.518 2.393
P 0.434 1.952 2.417
Br 0.243 2.485 4.603
C 1.763 3.049 1.777
C 2.507 3.968 2.578
C 3.491 4.712 2.004
S 4.470 5.810 3.007
C 3.769 4.588 0.615
N 4.712 5.231 -0.081
S 4.581 4.703 -1.586
N 3.366 3.672 -1.458
C 3.010 3.691 -0.167
C 1.990 2.915 0.438
H 2.047 0.611 1.895
H 2.285 4.052 3.627
H 4.086 7.028 2.588
H 1.424 2.208 -0.159
C 5.942 11.837 3.777
C 4.561 11.250 3.631
C 4.497 9.744 3.700
O 3.321 9.458 2.929
C 3.175 10.469 2.029
O 2.415 10.456 1.121
O 4.024 11.488 2.318
H 5.907 12.923 3.694
H 6.368 11.577 4.746
H 6.602 11.474 2.989
H 3.878 11.703 4.356
H 4.391 9.367 4.715
H 5.352 9.261 3.221
C -3.079 -0.839 0.116
C -2.141 -0.476 -1.000
C -1.797 -1.603 -1.942
O -0.499 -1.198 -2.425
C 0.067 -0.442 -1.459
O 1.208 -0.095 -1.450
O -0.828 -0.133 -0.501
H -3.247 0.021 0.757
H -4.036 -1.173 -0.279
H -2.657 -1.630 0.738
H -2.526 0.391 -1.543
H -2.499 -1.702 -2.766
H -1.695 -2.561 -1.439
C 1.011 -6.783 0.257
C -0.420 -6.654 -0.190
C -0.600 -6.384 -1.661
O -1.863 -5.694 -1.686
C -2.005 -5.076 -0.490
O -2.844 -4.267 -0.247
O -1.059 -5.491 0.381
H 1.063 -6.955 1.332
H 1.495 -7.611 -0.254
H 1.567 -5.867 0.052
H -0.995 -7.531 0.119
H -0.644 -7.290 -2.256
H 0.165 -5.718 -2.067
C 0.320 -11.017 -6.117
C 0.468 -9.707 -5.388
C 1.693 -8.903 -5.755
O 1.920 -8.147 -4.556
C 1.421 -8.865 -3.525
O 1.605 -8.612 -2.377
O 0.687 -9.908 -3.977
H -0.572 -11.544 -5.780
H 0.239 -10.849 -7.191
H 1.173 -11.668 -5.921
H -0.439 -9.107 -5.499
H 1.535 -8.241 -6.602
H 2.569 -9.529 -5.940
C -8.126 0.224 2.067
C -6.791 0.912 1.943
C -6.850 2.420 1.891
O -5.661 2.739 1.157
C -5.384 1.681 0.356
O -4.571 1.683 -0.508
O -6.162 0.620 0.682
H -7.999 -0.859 2.076
H -8.625 0.521 2.989
H -8.768 0.467 1.220
H -6.116 0.576 2.735
H -6.830 2.886 2.873
H -7.713 2.790 1.330
*
```

Results of the Mulliken charge analysis, in e, for atoms 1 through 8: -0.432 0.651 -0.377 0.045 -0.595 -0.318 -0.238 0.927



Record 2
Here is 13 unconnected molecules or ions with the total composition H28NO12 at a distorted geometry from OMol25. Energies are from ωB97M-V with the def2-TZVPD basis set.

LUMO level   -3.12 eV
ΔE to the lowest compared entry with this formula, charge and spin   41.0 kcal per mole
DFT total energy   -26507.97665 eV
HOMO   -12.80 eV

Structure (ORCA input):
```
! wB97M-V def2-TZVPD RIJCOSX def2/J DEFGRID3
* xyz 1 1
N -0.198 -0.180 -0.477
H 0.064 0.784 -0.789
H 0.517 -0.579 0.180
H -0.135 -0.749 -1.400
H -1.032 -0.353 -0.010
O -2.912 0.063 -2.173
H -3.235 -0.423 -2.921
H -2.863 0.994 -2.484
O 0.109 0.476 -3.697
H 0.967 0.129 -3.862
H -0.231 0.971 -4.428
O 1.995 0.507 2.527
H 2.701 -0.153 2.777
H 1.536 0.607 3.374
O -0.262 -1.889 2.132
H -0.948 -2.552 2.110
H 0.244 -2.193 2.914
O 1.408 2.412 0.531
H 1.691 1.621 0.937
H 1.265 3.229 1.211
O -0.592 2.661 -2.207
H 0.221 3.041 -2.732
H -0.664 1.872 -2.584
O -1.555 0.000 3.142
H -1.204 -0.015 4.060
H -1.237 -0.799 2.867
O 3.136 -0.088 -0.850
H 4.044 0.166 -0.759
H 3.021 -0.080 -1.765
O -2.532 1.757 1.157
H -2.055 1.274 1.810
H -2.024 2.546 1.051
O 0.784 -2.583 -1.101
H 0.078 -3.184 -0.689
H 1.526 -2.789 -0.543
O -3.729 -0.580 0.436
H -3.718 0.220 1.085
H -3.731 0.056 -0.390
O 2.981 -2.456 0.474
H 3.179 -1.688 -0.176
H 3.376 -2.067 1.274
*
```

Results of the natural (NBO) charge analysis, in e, for atoms 1 through 8: -0.898 0.472 0.458 0.477 0.454 -0.959 0.487 0.484



Record 3
Here is 3 unconnected molecules or ions with the total composition C19H39N6O7 at a distorted geometry from OMol25. Energies are from ωB97M-V with the def2-TZVPD basis set.

LUMO level   -5.28 eV
DFT total energy   -43589.97382 eV
HOMO   -10.66 eV

Structure (ORCA input):
```
! wB97M-V def2-TZVPD RIJCOSX def2/J DEFGRID3
* xyz 1 1
C 1.595 -0.502 0.960
C 0.566 0.731 1.021
O 0.437 1.355 2.105
N -0.260 1.164 -0.153
C -0.123 2.625 -0.436
N -1.584 0.832 0.221
C -1.840 -0.577 0.251
C -3.274 -1.040 0.703
C -4.285 0.110 1.070
O -5.625 -0.153 1.490
N -5.790 0.024 2.850
O -4.829 -0.308 3.462
C -3.691 1.565 0.901
N -2.376 1.860 0.483
H 1.558 -1.024 -0.067
H 2.649 -0.136 1.224
H 1.298 -1.308 1.730
H -0.809 3.001 -1.282
H -0.172 3.293 0.500
H 0.950 2.770 -0.847
H -1.065 -1.373 -0.028
H -3.534 -2.148 0.770
H -4.394 2.445 1.142
C 3.081 -3.850 7.626
O 2.139 -4.852 7.271
C 0.784 -4.470 7.517
C 0.036 -4.263 6.201
N 0.509 -3.066 5.502
C 0.035 -2.957 4.124
C 0.478 -4.053 3.135
O 1.873 -4.043 2.848
C 2.672 -4.744 3.793
H 4.078 -4.287 7.562
H 3.032 -3.003 6.936
H 2.919 -3.503 8.650
H 0.717 -3.586 8.162
H 0.318 -5.303 8.052
H -1.035 -4.157 6.407
H 0.182 -5.160 5.592
H 1.523 -3.072 5.488
H 0.399 -1.996 3.743
H -1.059 -2.900 4.127
H -0.020 -3.843 2.181
H 0.145 -5.052 3.433
H 2.151 -5.599 4.230
H 3.019 -4.063 4.572
H 3.558 -5.113 3.271
C 0.129 5.965 -7.544
O -0.588 4.765 -7.794
C 0.217 3.731 -8.366
C 0.424 2.595 -7.365
N 1.295 3.008 -6.264
C 1.317 2.072 -5.140
C -0.002 1.842 -4.382
O -0.459 2.980 -3.656
C -1.210 3.910 -4.426
H -0.590 6.737 -7.270
H 0.829 5.838 -6.713
H 0.669 6.294 -8.436
H 1.172 4.115 -8.743
H -0.341 3.340 -9.222
H 0.877 1.740 -7.879
H -0.562 2.293 -6.999
H 0.983 3.909 -5.917
H 2.050 2.458 -4.425
H 1.699 1.107 -5.491
H 0.193 1.071 -3.628
H -0.794 1.440 -5.021
H -1.789 3.427 -5.217
H -0.551 4.674 -4.841
H -1.906 4.416 -3.752
*
```

Results of the Mulliken charge analysis, in e, for atoms 1 through 8: -0.652 0.532 -0.481 -0.151 -0.701 1.094 0.076 -0.400



Record 4
Here is a molecular structure, C4H3Li2O2Sn at a distorted geometry from OMol25. Energies are from ωB97M-V with the def2-TZVPD basis set.

LUMO level (spin up / spin down)   -8.63 / -8.97 eV
DFT total energy   -14511.81883 eV
HOMO (spin up / spin down)   -15.23 / -16.02 eV

Structure (ORCA input):
```
! wB97M-V def2-TZVPD RIJCOSX def2/J DEFGRID3
* xyz 2 2
C -0.934 -0.332 0.032
O -1.782 0.240 0.689
Li -3.362 -0.475 1.530
Sn 1.955 1.721 0.109
C 1.539 -1.491 0.236
C 1.524 -0.241 -0.233
C 0.169 0.354 -0.725
O 0.164 1.735 -0.502
Li -1.318 2.382 0.329
H 0.285 -1.618 0.739
H 0.036 0.080 -1.788
H 1.724 -2.356 -0.415
*
```

Results of the natural (NBO) charge analysis, in e, for atoms 1 through 8: 0.536 -0.800 0.990 1.457 -0.179 -0.548 -0.130 -1.021



Record 5
Here is C5H7N3 in the gas phase at a distorted geometry from OMol25. Energies are from ωB97M-V with the def2-TZVPD basis set.

LUMO level   0.55 eV
ΔE to the lowest compared entry with this formula, charge and spin   61.1 kcal per mole
DFT total energy   -9766.73887 eV
HOMO   -8.22 eV

Structure (ORCA input):
```
! wB97M-V def2-TZVPD RIJCOSX def2/J DEFGRID3
* xyz 0 1
C 0.819 -1.445 -2.583
N 0.317 -1.205 -1.260
N 0.353 0.040 -1.002
C -0.210 0.322 0.271
C -0.812 -0.483 1.187
C -0.901 0.403 2.329
C -0.415 1.649 1.961
N 0.059 1.591 0.684
H 1.569 -2.238 -2.517
H 1.257 -0.536 -2.926
H 0.011 -1.667 -3.238
H -1.023 -1.550 0.925
H -1.270 0.162 3.325
H -0.211 2.538 2.652
H 0.457 2.418 0.191
*
```

Results of the natural (NBO) charge analysis, in e, for atoms 1 through 8: -0.457 -0.149 -0.182 0.203 -0.294 -0.295 -0.064 -0.511



Record 6
Here is 2 unconnected molecules or ions with the total composition C4H3NS at a distorted geometry from OMol25. Energies are from ωB97M-V with the def2-TZVPD basis set.

LUMO level (spin up / spin down)   -3.83 / -3.83 eV
ΔE to the lowest compared entry with this formula, charge and spin   106.6 kcal per mole
DFT total energy   -16515.62715 eV
HOMO (spin up / spin down)   -8.39 / -8.38 eV

Structure (ORCA input):
```
! wB97M-V def2-TZVPD RIJCOSX def2/J DEFGRID3
* xyz 0 1
C 1.113 1.529 0.156
C -1.880 0.211 -0.654
C -3.000 0.313 -0.163
C 0.757 0.253 0.457
N 1.442 2.607 -0.120
S -4.474 0.489 0.474
H -1.036 0.108 -1.267
H 0.264 0.034 1.392
H 1.087 -0.563 -0.158
*
```

Results of the natural (NBO) charge analysis, in e, for atoms 1 through 8: 0.167 -0.244 -0.215 -0.356 -0.223 0.136 0.248 0.251